(1)
{"formula": "C27H30AlF35NO6", "method": "ωB97M-V with the def2-TZVPD basis set", "elements": ["Al", "F", "F", "F", "F", "F", "F", "F", "F", "F", "F", "F", "F", "F", "F", "F", "F", "F", "F", "F", "F", "F", "F", "F", "F", "F", "F", "F", "F", "F", "F", "F", "F", "F", "F", "F", "O", "O", "O", "O", "O", "O", "N", "C", "C", "C", "C", "C", "C", "C", "C", "C", "C", "C", "C", "C", "C", "C", "C", "C", "C", "C", "C", "C", "C", "C", "C", "C", "C", "C", "H", "H", "H", "H", "H", "H", "H", "H", "H", "H", "H", "H", "H", "H", "H", "H", "H", "H", "H", "H", "H", "H", "H", "H", "H", "H", "H", "H", "H", "H"], "xyz": [[-5.3537, -5.8535, 1.6017], [-3.7529, 0.2100, 0.8226], [2.7499, 0.8871, -3.0134], [1.7684, 6.5569, 2.0658], [3.5249, -0.1503, -4.7723], [9.9801, 1.0483, -2.4500], [-2.4077, 4.4812, 1.7004], [5.5225, -0.4002, -1.7428], [-1.3294, 1.5601, -1.1092], [1.2671, -1.5767, -4.9986], [11.0610, -0.6628, -4.2325], [-0.5467, 2.9797, 2.8784], [-7.2840, -3.6977, 3.3581], [6.4687, 6.3415, 2.6802], [-5.9221, 0.1664, 0.9162], [-8.9608, -2.6851, 2.5163], [5.4178, 3.9822, 3.3006], [-3.1771, 3.2706, 3.3615], [0.9581, 2.8991, -3.3931], [0.3446, 3.6313, -1.4228], [-1.6264, 1.1427, 2.3898], [-3.7804, 0.3327, 3.6762], [-9.0751, -4.7962, 2.9316], [5.1127, 4.5538, 1.2049], [-4.6734, -1.4220, 2.7133], [0.7570, 1.0120, -1.2574], [3.3829, 6.4059, -0.2873], [1.3393, 7.1581, -0.5361], [10.9146, 2.0392, -4.1427], [4.5125, 7.1487, 2.1311], [0.9658, 0.5906, -5.1547], [6.3642, 0.6469, -4.0626], [7.7056, -0.4746, -1.8558], [8.8769, -0.7950, -4.3289], [0.3944, 5.2017, 1.0693], [5.4801, 2.0909, -2.6657], [8.7238, 2.0019, -4.0628], [2.4077, 4.4625, 1.5118], [-0.6474, 0.6068, -2.9729], [-5.9346, -7.2155, 0.5824], [-4.8968, 1.9571, 1.6610], [-8.3926, -5.2696, 0.4526], [-2.1598, -3.4903, 2.0304], [5.1351, 6.2184, 2.8777], [-6.2635, -4.1596, 0.8703], [6.5803, 1.3265, -2.9192], [6.6485, 0.3520, -1.7408], [-2.7437, 3.2106, 2.0849], [0.1003, -0.5624, -3.2723], [4.7101, 4.8057, 2.4680], [7.7376, 2.3196, -3.0978], [-4.8149, -0.1047, 2.9241], [3.2367, 4.4175, 2.6523], [1.6904, 5.5698, 1.1542], [-5.6064, -8.5558, 0.7998], [-2.9246, -4.4720, 2.3453], [-8.2531, -3.8449, 2.4584], [2.6582, -0.2453, -3.7399], [-5.3114, -8.9711, 2.2415], [-3.8814, 2.7896, 1.1443], [1.2393, -0.4106, -4.2904], [9.8483, 1.2909, -3.7650], [-0.2854, 1.4558, -1.9762], [-0.0346, 2.8796, -2.4881], [-3.3558, -5.5403, 1.4045], [-4.8101, 0.5894, 1.5568], [9.9337, -0.0036, -4.5845], [-7.7833, -4.1216, 1.0116], [-1.4364, 2.4195, 2.0168], [2.0785, 6.0628, -0.2439], [-2.7670, -6.4487, 1.5916], [-5.3353, -10.0657, 2.2984], [-2.0583, -2.8546, 2.8214], [7.2621, 3.2153, -3.4940], [-8.2099, -3.2845, 0.4457], [1.8830, 5.2816, -0.9770], [-3.3394, -4.5207, 3.3653], [4.9189, 6.3924, 3.9349], [-4.3301, -8.6241, 2.5777], [-0.6191, -1.2223, -3.7537], [6.7080, 0.8944, -0.7939], [0.4378, -1.0680, -2.3677], [-6.4469, -9.1793, 0.4499], [-6.0782, -8.5883, 2.9213], [-0.9386, 3.2989, -2.9325], [3.2691, 3.3602, 2.9124], [8.1794, 2.5921, -2.1388], [-6.0727, -4.1663, -0.2102], [-1.0116, 2.4475, 1.0146], [-4.3895, 3.7252, 0.9119], [2.7924, 4.9385, 3.5013], [2.9420, -1.0994, -3.1196], [-5.8194, -3.2585, 1.3048], [-5.7576, -6.0172, 3.1591], [-3.1474, -5.1915, 0.3844], [-8.2327, -6.0327, 1.0197], [9.9652, 0.2324, -5.6496], [-3.4848, 2.3999, 0.2064], [-5.7495, 0.0970, 3.4512], [-4.7417, -8.8458, 0.1780]], "homo_lumo_gap_ha": 0.24411, "total_energy_ev": -143973.0129, "lumo_energy_ev": 1.47, "total_charge": -1}

=====

(2)
{"formula": "C27H30AsCrN3O3S2", "method": "ωB97M-V with the def2-TZVPD basis set", "elements": ["As", "Cr", "S", "S", "O", "O", "O", "N", "N", "N", "C", "C", "C", "C", "C", "C", "C", "C", "C", "C", "C", "C", "C", "C", "C", "C", "C", "C", "C", "C", "C", "C", "C", "C", "C", "C", "C", "H", "H", "H", "H", "H", "H", "H", "H", "H", "H", "H", "H", "H", "H", "H", "H", "H", "H", "H", "H", "H", "H", "H", "H", "H", "H", "H", "H", "H", "H"], "xyz": [[-1.9541, -1.8054, -1.4818], [-0.3310, -0.0634, -0.1321], [-0.2485, 4.2713, 1.7709], [0.4803, 0.3721, -2.3193], [-0.7124, -0.9841, 1.7020], [1.1228, -2.1715, 0.1428], [1.8557, 0.0926, 1.1155], [-0.0963, -2.0350, 3.5777], [-0.6381, 1.7889, 0.5355], [3.6198, 0.4298, -0.2726], [-3.9943, -1.2410, 0.4885], [-4.9474, -0.4767, 1.1414], [-0.7709, -0.1056, -3.4813], [-4.7607, 1.2055, -0.5626], [1.0755, -2.5829, 1.4860], [-0.7025, 0.4684, -4.7592], [-3.7715, -6.0056, -2.6360], [-1.8148, -1.0086, -3.2361], [-3.8177, 0.4321, -1.2294], [3.7367, 1.8344, 0.0994], [-1.9193, -4.4834, -2.4592], [-2.7429, -1.3151, -4.2300], [-4.1046, -3.7997, -1.7302], [-1.1552, -1.3676, 4.3252], [-0.4778, 2.8278, 1.0511], [-5.3285, 0.7529, 0.6167], [-4.6079, -5.0453, -2.0894], [-2.7585, -3.5132, -1.9161], [4.3856, -0.0105, -1.4245], [0.5717, -3.1272, 4.2614], [-2.6580, -0.7375, -5.4836], [-3.4342, -0.7976, -0.7089], [-1.6239, 0.1584, -5.7393], [2.6234, -0.3012, 0.2378], [0.0246, -1.7968, 2.2685], [-2.4245, -5.7219, -2.8239], [2.3743, -1.7044, -0.3208], [-3.3832, -0.9774, -6.2495], [-5.6598, -5.2582, -1.9464], [3.5570, 2.4596, -0.7768], [3.8740, 0.2336, -2.3591], [4.7369, 2.0351, 0.4857], [-3.6827, -2.1865, 0.9208], [-6.0602, 1.3597, 1.1339], [-0.7806, -1.1166, 5.3161], [0.0916, 1.1741, -4.9661], [2.9945, 2.0670, 0.8566], [-1.5389, 0.6248, -6.7131], [0.7839, -3.6399, 1.5169], [2.3033, -1.6858, -1.4071], [2.0488, -2.4875, 1.9716], [-5.0411, 2.1698, -0.9658], [-1.4524, -0.4633, 3.8045], [-2.0222, -2.0254, 4.4274], [-3.5416, -2.0169, -4.0178], [3.1854, -2.3837, -0.0314], [-4.1666, -6.9728, -2.9186], [5.3516, 0.4925, -1.4107], [-4.7710, -3.0522, -1.3174], [-3.3746, 0.7996, -2.1471], [-5.3839, -0.8323, 2.0663], [-1.7664, -6.4662, -3.2538], [4.5775, -1.0811, -1.3876], [-0.0681, -4.0125, 4.3081], [1.5084, -3.3919, 3.7790], [-0.8663, -4.2737, -2.6138], [0.8052, -2.8147, 5.2781]], "homo_lumo_gap_ha": [0.26325, 0.26740], "multiplicity": 5, "total_energy_ev": -150030.7228, "lumo_energy_ev": [0.12, 0.12]}

=====

(3)
{"formula": "C27H30BN9RuSSe", "method": "ωB97M-V with the def2-TZVPD basis set", "elements": ["Ru", "Se", "S", "N", "N", "N", "N", "N", "N", "N", "N", "N", "C", "C", "C", "C", "C", "C", "C", "C", "C", "C", "C", "C", "C", "C", "C", "C", "C", "C", "C", "C", "C", "C", "C", "C", "C", "C", "C", "B", "H", "H", "H", "H", "H", "H", "H", "H", "H", "H", "H", "H", "H", "H", "H", "H", "H", "H", "H", "H", "H", "H", "H", "H", "H", "H", "H", "H", "H", "H"], "xyz": [[-0.6341, -0.7872, -0.1006], [-0.7516, 0.9669, -1.5866], [0.2976, 0.3771, 1.7169], [-0.7106, -2.6574, 0.8216], [-2.4710, -0.2615, 0.6172], [1.9036, -0.9100, 3.4735], [-1.7711, -1.7427, -1.6171], [-3.4093, -1.2128, 0.8176], [-1.9295, -3.2149, 1.0181], [-2.7891, -2.5354, -1.2082], [2.4736, -1.2964, 1.4247], [1.4062, -1.3892, -0.7249], [1.8964, 4.2384, -0.8371], [-2.9817, 0.8974, 1.0392], [1.0962, 5.3578, -1.0028], [-1.7782, -1.7745, -2.9536], [-2.1859, 3.7455, -1.9348], [1.6135, 6.7550, -0.8405], [-4.2744, 0.7016, 1.5051], [3.9209, -1.7051, -1.9111], [3.0052, -1.7429, 3.5137], [1.4175, 2.9134, -0.9876], [3.7970, -1.4925, -0.5509], [2.5319, -1.3757, 0.0034], [-0.4776, -4.5290, 2.0383], [0.1688, -3.4606, 1.4402], [1.1805, -0.4131, 4.6462], [-0.2211, 5.1030, -1.3531], [2.4198, 1.8119, -0.9017], [-1.8160, -4.3280, 1.7412], [-4.5075, -0.6519, 1.3332], [1.5543, -1.6070, -2.0433], [3.3538, -2.0090, 2.2446], [0.0697, 2.6774, -1.2767], [1.5765, -0.6371, 2.2049], [-2.7990, -2.5972, -3.4168], [-3.4190, -3.0523, -2.2720], [-0.7518, 3.7925, -1.5061], [2.7688, -1.7844, -2.6714], [-3.1608, -2.6372, 0.2854], [1.8251, -0.5275, 5.5123], [2.9453, 4.3544, -0.5908], [-5.3753, -1.2528, 1.5494], [0.9380, 0.6357, 4.5063], [2.5194, 1.3367, -1.8844], [1.0019, 7.3136, -0.1321], [0.6415, -1.6535, -2.6092], [-2.3960, 1.8006, 0.9813], [-4.9499, 1.4372, 1.9040], [1.5882, 7.2871, -1.7923], [-4.2699, -3.6991, -2.1364], [4.1262, -2.6423, 1.8490], [-0.9074, 5.9258, -1.5234], [2.0529, 1.0529, -0.2142], [4.8993, -1.8049, -2.3615], [-1.0864, -1.1790, -3.5267], [4.6696, -1.4124, 0.0803], [-2.7842, 4.3959, -1.2931], [0.2658, -0.9872, 4.7790], [-4.1292, -3.3156, 0.4390], [-2.6889, -4.9163, 1.9726], [-3.0556, -2.8159, -4.4379], [-2.2688, 4.1625, -2.9428], [-2.6124, 2.7464, -1.9355], [3.4181, -2.0957, 4.4425], [3.3965, 2.1639, -0.5797], [2.6399, 6.7551, -0.4796], [2.7960, -1.9709, -3.7353], [-0.0378, -5.3476, 2.5803], [1.2255, -3.2797, 1.3906]], "homo_lumo_gap_ha": [0.18658, 0.19149], "total_energy_ev": -121326.2793, "lumo_energy_ev": [-8.66, -8.58], "total_charge": 2}

=====

(4)
{"formula": "C27H30BrF15NO7PS2Ti", "method": "ωB97M-V with the def2-TZVPD basis set", "elements": ["Br", "Ti", "S", "S", "P", "F", "F", "F", "F", "F", "F", "F", "F", "F", "F", "F", "F", "F", "F", "F", "O", "O", "O", "O", "O", "O", "O", "N", "C", "C", "C", "C", "C", "C", "C", "C", "C", "C", "C", "C", "C", "C", "C", "C", "C", "C", "C", "C", "C", "C", "C", "C", "C", "C", "C", "H", "H", "H", "H", "H", "H", "H", "H", "H", "H", "H", "H", "H", "H", "H", "H", "H", "H", "H", "H", "H", "H", "H", "H", "H", "H", "H", "H", "H", "H"], "xyz": [[-0.4049, -3.2097, 6.6974], [0.0079, 0.9020, -0.1144], [2.6437, 0.9036, -0.1632], [3.9270, 3.0588, 1.0297], [1.1888, -2.9872, 0.3795], [3.3738, 3.4588, 3.5729], [5.0019, 2.0776, 3.2381], [-1.6742, -1.7000, -3.7027], [-0.7534, 2.8390, -2.6268], [3.8436, 0.4485, -2.8715], [5.5221, 0.3553, -1.5088], [0.8186, -0.6849, -4.1661], [5.1786, 2.1443, -2.7114], [-3.0619, -0.1124, -4.1846], [-0.6488, 0.1482, -5.5107], [-1.8435, 2.3741, -4.4351], [-2.7570, -0.7005, -2.1287], [0.7603, 1.4425, -4.5056], [5.3021, 4.1955, 2.9179], [-2.7346, 2.0107, -2.4959], [3.1725, 4.2623, 0.7886], [1.5646, -0.0456, 0.4776], [-1.3557, -0.0585, 0.6398], [-3.3593, -0.9763, 0.9457], [5.1856, 2.9361, 0.3122], [1.7423, 1.7892, -1.0048], [-0.2815, 0.3002, -2.0009], [3.0993, 1.7398, 1.1587], [3.7100, -3.8586, -0.8574], [3.7641, -2.2420, 1.0265], [-1.2033, -3.4598, -0.9167], [4.4176, 3.1933, 2.7863], [2.9491, -2.7145, -0.1841], [-2.5874, -2.1496, 3.3351], [-1.7039, -1.3824, 2.6012], [0.7904, -3.5836, -2.4717], [-0.1871, 2.8450, 1.0719], [-1.4574, 2.1356, 2.8392], [-2.3359, 2.5803, 1.8181], [-2.2101, -2.7130, 4.5529], [-2.1404, -0.5059, -3.2803], [-1.5749, 3.0164, 0.7440], [-0.9653, 0.5152, -3.1329], [-0.1508, 2.2984, 2.3901], [-1.5828, 1.9601, -3.1773], [-2.2137, -0.7586, 1.2990], [4.6106, 1.1517, -2.0447], [0.0019, 0.3526, -4.3458], [-0.4164, -1.1912, 3.0698], [0.2128, -2.9497, -1.2078], [0.1817, -4.9584, 2.0427], [-0.9300, -2.4769, 5.0153], [1.2181, -5.9396, -0.0098], [-0.0227, -1.7241, 4.2940], [1.2710, -4.7654, 0.9717], [3.8507, -4.6933, -0.1648], [0.3365, -5.8898, 2.5997], [0.2933, -0.6287, 2.4820], [0.9735, -4.6533, -2.3558], [0.2617, -5.9749, -0.5332], [2.2362, -4.7954, 1.4915], [1.7184, -3.0977, -2.7756], [0.1678, -4.1272, 2.7508], [3.2181, -4.2354, -1.7516], [0.7581, 2.1315, 2.9514], [-1.8336, -3.3488, -1.8010], [2.0100, -5.9063, -0.7550], [1.3189, -6.8837, 0.5401], [3.8789, -3.0577, 1.7491], [3.2896, -1.4036, 1.5336], [0.1313, -1.8664, -1.4050], [-2.9007, -3.3101, 5.1331], [4.7057, -3.5058, -1.1498], [0.0799, -3.4538, -3.2932], [-3.4179, 2.5596, 1.8572], [4.7644, -1.9234, 0.7144], [-1.9563, 3.5389, -0.1243], [0.6247, 3.4209, 0.6466], [-3.5852, -2.2972, 2.9407], [-1.6772, -2.9027, -0.1074], [-1.7531, 1.7115, 3.7910], [2.8656, -1.8817, -0.8894], [-1.2020, -4.5184, -0.6453], [0.9735, -1.5472, 4.6759], [-0.8097, -5.0011, 1.5830]], "homo_lumo_gap_ha": [0.21368, 0.22863], "multiplicity": 3, "total_energy_ev": -209192.6922, "lumo_energy_ev": [3.73, 3.73], "total_charge": -2, "e_above_lowest_kcal_mol": 21.59}